No. 1
79
Properties=species:S:1:pos:R:3 method="wB97M-V/def2-TZVPD" multiplicity=4 relative_energy_ev=0.0000 orbital_gap_ev="6.2 / 6.6" total_charge=+1 homo_energy_ev="-9.14 / -9.33" e_tot_ev=-111557.8581 largest_force_ha_per_bohr=0.03052
Cr -0.338 0.199 -0.039
C 4.645 1.618 -4.625
C 3.870 1.173 -3.426
C 4.317 1.466 -2.137
C 3.594 1.087 -1.034
C 2.366 0.403 -1.132
N 1.638 0.105 -0.009
C 2.336 -0.289 1.106
C 3.515 -1.052 0.986
C 4.231 -1.487 2.073
C 3.827 -1.174 3.370
C 4.595 -1.654 4.560
C 2.661 -0.448 3.515
C 1.912 -0.008 2.423
N 0.729 0.693 2.706
C 0.450 1.323 3.865
C -0.874 1.700 3.832
C -1.331 1.273 2.592
N -0.350 0.679 1.912
C 1.925 0.102 -2.438
C 2.673 0.493 -3.548
N 0.713 -0.567 -2.690
C 0.443 -1.356 -3.748
C -0.919 -1.578 -3.764
C -1.402 -0.895 -2.654
N -0.403 -0.297 -2.007
H 5.710 1.624 -4.410
H 4.352 2.631 -4.902
H 4.461 0.969 -5.476
H 5.237 2.016 -2.005
H 3.953 1.331 -0.046
H 3.837 -1.326 -0.007
H 5.112 -2.093 1.923
H 5.662 -1.672 4.350
H 4.287 -2.668 4.813
H 4.417 -1.022 5.426
H 2.313 -0.236 4.514
H 1.186 1.510 4.617
H -1.406 2.234 4.591
H -2.298 1.391 2.143
H 2.294 0.276 -4.536
H 1.210 -1.744 -4.385
H -1.476 -2.144 -4.480
H -2.406 -0.778 -2.291
Cl -0.081 2.484 -0.915
C -0.306 4.012 -0.040
Cl 0.040 3.796 1.672
H -1.342 4.330 -0.153
H 0.400 4.737 -0.442
C -5.009 -3.097 -0.893
C -4.022 -2.901 0.198
C -4.345 -2.818 1.530
C -3.311 -2.573 2.459
N -2.070 -2.360 2.063
C -1.760 -2.454 0.787
S -0.159 -2.294 0.272
N -2.717 -2.786 -0.141
C -3.537 -2.566 3.924
H -6.019 -3.134 -0.496
H -4.805 -4.014 -1.444
H -4.948 -2.268 -1.598
H -5.369 -2.924 1.849
H -2.428 -2.857 -1.113
H -4.592 -2.547 4.178
H -3.020 -1.722 4.373
H -3.084 -3.465 4.343
C -2.297 0.350 -0.082
C -3.515 0.349 -0.071
C -4.930 0.317 -0.044
C -5.608 0.054 1.148
C -6.986 -0.023 1.162
C -7.715 0.188 0.002
C -7.049 0.478 -1.180
C -5.669 0.525 -1.211
H -5.036 -0.085 2.055
H -7.495 -0.235 2.091
H -8.794 0.138 0.021
H -7.605 0.679 -2.082
H -5.142 0.731 -2.133



No. 2
28
Properties=species:S:1:pos:R:3 method="wB97M-V/def2-TZVPD" relative_energy_ev=0.3073 orbital_gap_ev=9.4 homo_energy_ev=-8.55 e_tot_ev=-16198.7851 largest_force_ha_per_bohr=0.02013 smiles="Cc1ccc(O)cc1.CCC(N)=O"
C 0.562 -1.710 -2.549
C 0.880 -0.401 -1.879
C -0.170 0.418 -1.456
C 0.107 1.637 -0.862
C 1.423 1.998 -0.590
O 1.613 3.168 0.128
C 2.460 1.142 -0.878
C 2.174 -0.072 -1.525
H 1.392 -2.062 -3.169
H -0.289 -1.596 -3.240
H 0.224 -2.475 -1.852
H -1.187 0.031 -1.394
H -0.651 2.350 -0.551
H 2.188 3.794 -0.328
H 3.503 1.376 -0.697
H 3.012 -0.703 -1.797
C 0.176 -0.645 1.883
C -1.229 -0.976 2.381
C -2.323 -0.737 1.360
N -3.396 -0.021 1.822
O -2.323 -1.254 0.260
H 0.458 -1.136 0.956
H 0.886 -0.956 2.657
H 0.370 0.424 1.784
H -1.230 -2.031 2.636
H -1.434 -0.413 3.282
H -4.050 0.203 1.083
H -3.150 0.644 2.537



No. 3
8
Properties=species:S:1:pos:R:3 method="wB97M-V/def2-TZVPD" relative_energy_ev=4.6224 orbital_gap_ev=11.3 homo_energy_ev=-10.21 e_tot_ev=-6229.6850 largest_force_ha_per_bohr=0.06354 smiles=CC1OO1
C 0.159 0.003 -0.305
C -1.175 -0.203 0.384
O -2.175 0.725 0.135
O -2.255 -0.599 -0.333
H 0.366 -0.827 -0.870
H 1.008 0.255 0.387
H 0.029 0.758 -0.983
H -0.973 -0.660 1.273



What did the first record say?
79
Properties=species:S:1:pos:R:3 method="wB97M-V/def2-TZVPD" multiplicity=4 relative_energy_ev=0.0000 orbital_gap_ev="6.2 / 6.6" total_charge=+1 homo_energy_ev="-9.14 / -9.33" e_tot_ev=-111557.8581 largest_force_ha_per_bohr=0.03052
Cr -0.338 0.199 -0.039
C 4.645 1.618 -4.625
C 3.870 1.173 -3.426
C 4.317 1.466 -2.137
C 3.594 1.087 -1.034
C 2.366 0.403 -1.132
N 1.638 0.105 -0.009
C 2.336 -0.289 1.106
C 3.515 -1.052 0.986
C 4.231 -1.487 2.073
C 3.827 -1.174 3.370
C 4.595 -1.654 4.560
C 2.661 -0.448 3.515
C 1.912 -0.008 2.423
N 0.729 0.693 2.706
C 0.450 1.323 3.865
C -0.874 1.700 3.832
C -1.331 1.273 2.592
N -0.350 0.679 1.912
C 1.925 0.102 -2.438
C 2.673 0.493 -3.548
N 0.713 -0.567 -2.690
C 0.443 -1.356 -3.748
C -0.919 -1.578 -3.764
C -1.402 -0.895 -2.654
N -0.403 -0.297 -2.007
H 5.710 1.624 -4.410
H 4.352 2.631 -4.902
H 4.461 0.969 -5.476
H 5.237 2.016 -2.005
H 3.953 1.331 -0.046
H 3.837 -1.326 -0.007
H 5.112 -2.093 1.923
H 5.662 -1.672 4.350
H 4.287 -2.668 4.813
H 4.417 -1.022 5.426
H 2.313 -0.236 4.514
H 1.186 1.510 4.617
H -1.406 2.234 4.591
H -2.298 1.391 2.143
H 2.294 0.276 -4.536
H 1.210 -1.744 -4.385
H -1.476 -2.144 -4.480
H -2.406 -0.778 -2.291
Cl -0.081 2.484 -0.915
C -0.306 4.012 -0.040
Cl 0.040 3.796 1.672
H -1.342 4.330 -0.153
H 0.400 4.737 -0.442
C -5.009 -3.097 -0.893
C -4.022 -2.901 0.198
C -4.345 -2.818 1.530
C -3.311 -2.573 2.459
N -2.070 -2.360 2.063
C -1.760 -2.454 0.787
S -0.159 -2.294 0.272
N -2.717 -2.786 -0.141
C -3.537 -2.566 3.924
H -6.019 -3.134 -0.496
H -4.805 -4.014 -1.444
H -4.948 -2.268 -1.598
H -5.369 -2.924 1.849
H -2.428 -2.857 -1.113
H -4.592 -2.547 4.178
H -3.020 -1.722 4.373
H -3.084 -3.465 4.343
C -2.297 0.350 -0.082
C -3.515 0.349 -0.071
C -4.930 0.317 -0.044
C -5.608 0.054 1.148
C -6.986 -0.023 1.162
C -7.715 0.188 0.002
C -7.049 0.478 -1.180
C -5.669 0.525 -1.211
H -5.036 -0.085 2.055
H -7.495 -0.235 2.091
H -8.794 0.138 0.021
H -7.605 0.679 -2.082
H -5.142 0.731 -2.133



What did the second record say?
28
Properties=species:S:1:pos:R:3 method="wB97M-V/def2-TZVPD" relative_energy_ev=0.3073 orbital_gap_ev=9.4 homo_energy_ev=-8.55 e_tot_ev=-16198.7851 largest_force_ha_per_bohr=0.02013 smiles="Cc1ccc(O)cc1.CCC(N)=O"
C 0.562 -1.710 -2.549
C 0.880 -0.401 -1.879
C -0.170 0.418 -1.456
C 0.107 1.637 -0.862
C 1.423 1.998 -0.590
O 1.613 3.168 0.128
C 2.460 1.142 -0.878
C 2.174 -0.072 -1.525
H 1.392 -2.062 -3.169
H -0.289 -1.596 -3.240
H 0.224 -2.475 -1.852
H -1.187 0.031 -1.394
H -0.651 2.350 -0.551
H 2.188 3.794 -0.328
H 3.503 1.376 -0.697
H 3.012 -0.703 -1.797
C 0.176 -0.645 1.883
C -1.229 -0.976 2.381
C -2.323 -0.737 1.360
N -3.396 -0.021 1.822
O -2.323 -1.254 0.260
H 0.458 -1.136 0.956
H 0.886 -0.956 2.657
H 0.370 0.424 1.784
H -1.230 -2.031 2.636
H -1.434 -0.413 3.282
H -4.050 0.203 1.083
H -3.150 0.644 2.537



What did the first record say?
79
Properties=species:S:1:pos:R:3 method="wB97M-V/def2-TZVPD" multiplicity=4 relative_energy_ev=0.0000 orbital_gap_ev="6.2 / 6.6" total_charge=+1 homo_energy_ev="-9.14 / -9.33" e_tot_ev=-111557.8581 largest_force_ha_per_bohr=0.03052
Cr -0.338 0.199 -0.039
C 4.645 1.618 -4.625
C 3.870 1.173 -3.426
C 4.317 1.466 -2.137
C 3.594 1.087 -1.034
C 2.366 0.403 -1.132
N 1.638 0.105 -0.009
C 2.336 -0.289 1.106
C 3.515 -1.052 0.986
C 4.231 -1.487 2.073
C 3.827 -1.174 3.370
C 4.595 -1.654 4.560
C 2.661 -0.448 3.515
C 1.912 -0.008 2.423
N 0.729 0.693 2.706
C 0.450 1.323 3.865
C -0.874 1.700 3.832
C -1.331 1.273 2.592
N -0.350 0.679 1.912
C 1.925 0.102 -2.438
C 2.673 0.493 -3.548
N 0.713 -0.567 -2.690
C 0.443 -1.356 -3.748
C -0.919 -1.578 -3.764
C -1.402 -0.895 -2.654
N -0.403 -0.297 -2.007
H 5.710 1.624 -4.410
H 4.352 2.631 -4.902
H 4.461 0.969 -5.476
H 5.237 2.016 -2.005
H 3.953 1.331 -0.046
H 3.837 -1.326 -0.007
H 5.112 -2.093 1.923
H 5.662 -1.672 4.350
H 4.287 -2.668 4.813
H 4.417 -1.022 5.426
H 2.313 -0.236 4.514
H 1.186 1.510 4.617
H -1.406 2.234 4.591
H -2.298 1.391 2.143
H 2.294 0.276 -4.536
H 1.210 -1.744 -4.385
H -1.476 -2.144 -4.480
H -2.406 -0.778 -2.291
Cl -0.081 2.484 -0.915
C -0.306 4.012 -0.040
Cl 0.040 3.796 1.672
H -1.342 4.330 -0.153
H 0.400 4.737 -0.442
C -5.009 -3.097 -0.893
C -4.022 -2.901 0.198
C -4.345 -2.818 1.530
C -3.311 -2.573 2.459
N -2.070 -2.360 2.063
C -1.760 -2.454 0.787
S -0.159 -2.294 0.272
N -2.717 -2.786 -0.141
C -3.537 -2.566 3.924
H -6.019 -3.134 -0.496
H -4.805 -4.014 -1.444
H -4.948 -2.268 -1.598
H -5.369 -2.924 1.849
H -2.428 -2.857 -1.113
H -4.592 -2.547 4.178
H -3.020 -1.722 4.373
H -3.084 -3.465 4.343
C -2.297 0.350 -0.082
C -3.515 0.349 -0.071
C -4.930 0.317 -0.044
C -5.608 0.054 1.148
C -6.986 -0.023 1.162
C -7.715 0.188 0.002
C -7.049 0.478 -1.180
C -5.669 0.525 -1.211
H -5.036 -0.085 2.055
H -7.495 -0.235 2.091
H -8.794 0.138 0.021
H -7.605 0.679 -2.082
H -5.142 0.731 -2.133